{
  "formula": "C8H12NP",
  "method": "ωB97M-V/def2-TZVPD",
  "de_lowest_kcal_mol": 0.0,
  "lumo_energy_ev": [0.73, -0.66],
  "spin_multiplicity": 3,
  "gap_ha": [0.3212, 0.3110],
  "species": ["C", "C", "C", "C", "C", "C", "C", "C", "N", "P", "H", "H", "H", "H", "H", "H", "H", "H", "H", "H", "H", "H"],
  "xyz": [[3.27323, 0.24244, -1.65442], [3.61862, -0.78983, -0.80835], [2.26667, 1.14262, -1.32388], [2.97826, -0.85314, 0.47040], [1.65139, 0.91716, -0.16067], [-3.42928, 0.80503, 0.84523], [-1.86438, -1.01581, 1.10317], [-2.81130, -0.30391, 0.18728], [1.99521, 0.07008, 0.76947], [-1.78416, 0.20937, -1.26803], [3.90458, 0.28891, -2.59977], [4.40915, -1.40205, -1.13072], [2.23458, 2.04989, -1.93315], [3.33591, -1.47634, 1.27169], [-2.63498, 1.51021, 1.22310], [-3.90096, 1.55323, 0.16932], [-4.09284, 0.67680, 1.73276], [-1.05774, -0.39775, 1.63883], [-1.31688, -1.76103, 0.57030], [-2.26589, -1.56984, 1.92313], [-3.52736, -1.08938, -0.22652], [-0.98184, 1.19336, -0.79917]],
  "forces_ev_per_angstrom": [[1.06, -0.48, -1.33], [-1.63, 0.66, 1.92], [1.71, 0.98, -2.30], [-0.20, 1.92, -1.39], [-0.17, -0.66, 2.70], [-1.05, 4.78, 1.57], [2.26, 0.10, 1.42], [0.68, -2.25, -1.12], [0.63, -1.13, -1.16], [-1.11, -1.44, -1.73], [-1.17, 0.41, 1.16], [0.80, -1.05, 0.14], [-0.82, -0.35, 0.20], [-0.18, -0.29, 0.08], [-0.27, -0.89, 0.03], [-0.41, -0.86, 0.12], [0.31, -0.52, -0.77], [-1.18, -0.23, -1.16], [0.58, -0.61, -0.57], [-1.12, -0.28, 0.59], [0.65, 1.10, 0.42], [0.64, 1.11, 1.17]]
}



{
  "formula": "C4H9N3",
  "method": "ωB97M-V/def2-TZVPD",
  "de_lowest_kcal_mol": 93.5,
  "lumo_energy_ev": [-13.14, -13.15],
  "spin_multiplicity": 1,
  "charge": 2,
  "gap_ha": [0.1929, 0.1924],
  "species": ["C", "C", "C", "C", "N", "N", "N", "H", "H", "H", "H", "H", "H", "H", "H", "H"],
  "xyz": [[2.13324, 0.87800, -0.67811], [-0.43222, 0.36711, -0.36457], [-0.44451, -0.94119, 0.24493], [-1.43783, -1.76513, 0.81694], [2.74552, 0.23197, 0.17051], [0.73947, 1.04888, -0.70562], [-1.54470, 1.11125, -0.39231], [2.60438, 1.51163, -1.46401], [0.51776, -1.25671, 0.40717], [-1.45237, -1.41068, 1.93341], [-1.02924, -2.84287, 1.00005], [-2.47117, -1.70206, 0.39760], [3.63726, -0.01898, 0.49989], [0.63099, 2.07411, -0.92599], [-2.40524, 0.86153, 0.07682], [-1.79134, 1.85315, -1.01671]],
  "forces_ev_per_angstrom": [[3.89, -0.14, -0.73], [0.94, 4.70, -0.79], [-0.57, -0.32, 0.96], [-0.48, -1.17, 0.11], [-3.55, -0.99, 0.82], [-3.71, -0.11, 0.59], [-0.60, -1.45, 0.08], [-0.43, -0.28, 0.31], [2.67, -0.97, 0.28], [0.08, -0.11, -0.89], [-0.75, 1.66, -0.44], [0.67, 0.03, 0.57], [1.61, 0.35, -0.51], [-0.71, -1.32, 0.01], [0.08, -0.80, 0.21], [0.86, 0.92, -0.57]]
}



{
  "formula": "C2H5F2N",
  "method": "ωB97M-V/def2-TZVPD",
  "de_lowest_kcal_mol": 149.1,
  "lumo_energy_ev": [0.35, -0.27],
  "spin_multiplicity": 1,
  "gap_ha": [0.3843, 0.2979],
  "species": ["C", "C", "N", "F", "F", "H", "H", "H", "H", "H"],
  "xyz": [[0.07058, 0.03336, 1.11906], [-0.71509, 0.70091, 0.07822], [0.41294, -0.31846, -1.86018], [1.64964, -0.49189, -1.30625], [-0.14300, -1.56339, -1.79264], [1.14087, 0.13058, 0.91691], [-0.09529, 0.51836, 2.08750], [-0.19026, -1.01846, 1.21014], [-1.66082, 0.30304, -0.23788], [-0.46957, 1.70595, -0.21488]],
  "forces_ev_per_angstrom": [[0.17, 0.02, 0.25], [0.61, -0.49, -1.09], [-0.60, 0.79, 0.61], [0.00, -0.20, 0.01], [0.13, -0.17, 0.11], [-0.03, -0.07, 0.03], [-0.03, -0.05, 0.09], [0.05, -0.04, 0.05], [-0.25, 0.00, -0.04], [-0.05, 0.21, -0.03]]
}



{
  "formula": "C3H10N",
  "method": "ωB97M-V/def2-TZVPD",
  "de_lowest_kcal_mol": 216.2,
  "lumo_energy_ev": -8.98,
  "spin_multiplicity": 1,
  "charge": 1,
  "gap_ha": 0.1842,
  "species": ["C", "C", "C", "N", "H", "H", "H", "H", "H", "H", "H", "H", "H", "H"],
  "xyz": [[0.51080, -0.64958, 0.44894], [-0.44959, 0.33399, -0.33949], [-0.24417, 0.47735, -1.80865], [0.17221, -0.45417, 1.78649], [0.37669, -1.62653, -0.06295], [1.53446, -0.21214, 0.29832], [0.59840, 1.18030, -0.01654], [-1.40811, -0.06762, -0.05401], [-0.85153, 1.15071, -2.42379], [0.80957, 0.58097, -2.14608], [-0.51465, -0.55066, -2.11170], [0.75407, -0.46739, 2.60194], [-0.50990, 3.15123, -0.41036], [-0.74813, -0.69380, 2.12383]],
  "forces_ev_per_angstrom": [[1.65, 2.14, 0.78], [2.97, 1.67, -1.89], [0.26, -1.82, -1.35], [-0.99, -0.86, 1.39], [0.01, 0.24, 0.21], [-0.32, -1.41, 0.10], [-3.28, 0.16, 0.05], [-0.85, 1.56, 0.55], [-0.12, -0.14, 0.69], [-0.53, 0.18, 0.60], [-0.12, 0.15, -0.67], [1.09, -0.14, -0.49], [0.46, -1.59, 0.59], [-0.24, -0.15, -0.56]]
}



{
  "formula": "C22H57BF4N2O6",
  "method": "ωB97M-V/def2-TZVPD",
  "de_lowest_kcal_mol": 57.8,
  "lumo_energy_ev": -0.15,
  "spin_multiplicity": 1,
  "gap_ha": 0.3237,
  "species": ["C", "C", "C", "N", "C", "C", "C", "C", "C", "H", "H", "H", "H", "H", "H", "H", "H", "H", "H", "H", "H", "H", "H", "H", "H", "H", "H", "B", "F", "F", "F", "F", "C", "C", "N", "H", "H", "H", "C", "C", "O", "H", "H", "H", "H", "H", "H", "C", "C", "O", "H", "H", "H", "H", "H", "H", "C", "C", "O", "H", "H", "H", "H", "H", "H", "C", "C", "O", "H", "H", "H", "H", "H", "H", "C", "C", "O", "H", "H", "H", "H", "H", "H", "C", "C", "O", "H", "H", "H", "H", "H", "H"],
  "xyz": [[-4.31929, -2.45133, -4.92478], [-2.87429, -2.24833, -4.70278], [-2.38929, -2.40533, -3.26278], [-0.95529, -2.57433, -2.96278], [-0.20029, -1.40233, -3.48178], [-0.49329, -3.88033, -3.26378], [0.52171, -4.33433, -2.31978], [0.57271, -3.23333, -1.16578], [-0.86829, -2.57333, -1.46578], [-4.92429, -1.92433, -4.21078], [-4.58129, -3.51033, -4.73478], [-4.74029, -2.19233, -5.92278], [-2.29429, -1.32933, -5.07678], [-2.30829, -3.09033, -5.27878], [-3.05029, -3.09833, -2.82578], [-2.93429, -1.60333, -2.63378], [-0.18529, -1.39333, -4.67178], [0.86671, -1.21633, -3.07378], [-0.39629, -0.59433, -2.78278], [-0.16229, -3.99233, -4.42078], [-1.15729, -4.54733, -3.21878], [1.42171, -4.35533, -2.74378], [0.12371, -5.28533, -1.88478], [1.22471, -2.46233, -1.16178], [0.60171, -3.48833, -0.14878], [-0.89529, -1.59833, -1.11978], [-1.59129, -3.20433, -1.09278], [0.88471, 0.68667, 0.63022], [1.39871, -0.62233, 0.86922], [0.98971, 0.92367, -0.61178], [-0.48929, 0.64367, 1.10322], [1.57471, 1.53967, 1.40222], [-2.94829, -1.63833, 2.57722], [-3.68629, -1.86533, 1.27222], [-4.19529, -2.08833, 0.22622], [-3.17029, -2.36933, 3.31622], [-1.79029, -1.60033, 2.39722], [-3.12529, -0.77033, 3.04222], [1.57071, 1.21767, -5.28578], [1.62971, 1.69767, -3.76978], [2.61171, 1.12167, -2.90078], [0.57571, 1.65167, -5.62978], [1.50471, 0.04667, -5.25078], [2.69371, 1.52967, -5.67978], [0.64171, 1.41567, -3.08478], [1.86171, 2.76167, -3.73278], [2.13171, 1.13767, -2.02978], [-4.66529, 1.27267, -1.55478], [-3.48029, 1.39067, -0.54678], [-2.37229, 0.81367, -1.13078], [-4.54029, 1.98467, -2.42078], [-5.60529, 1.18467, -0.84678], [-4.53429, 0.31467, -1.90478], [-3.90229, 0.81267, 0.20222], [-3.19129, 2.42667, -0.05378], [-1.65729, 0.99667, -0.50578], [3.72671, 1.58867, 5.70022], [2.71471, 1.08867, 4.56322], [2.69471, 2.22767, 3.63722], [3.45871, 2.52767, 6.21022], [4.64071, 1.75167, 5.39622], [3.55471, 0.80267, 6.32122], [1.81871, 1.15867, 5.05022], [3.16571, 0.30667, 4.20822], [1.93871, 2.19667, 2.98922], [4.11171, -4.03533, 3.34722], [2.98871, -3.14233, 2.81622], [3.43071, -2.34733, 1.80722], [3.60871, -4.61733, 4.04322], [5.02571, -3.53333, 3.90622], [4.69371, -4.63933, 2.69622], [2.26771, -2.45933, 3.47022], [2.08071, -3.68933, 2.33322], [2.64171, -1.91533, 1.26122], [2.98471, 6.32567, 0.85222], [2.79871, 4.92067, 1.32522], [1.46471, 4.47267, 1.08322], [4.09571, 6.52867, 0.73222], [2.53471, 7.00967, 1.47522], [2.41871, 6.34667, -0.04078], [3.06671, 4.94767, 2.36322], [3.54371, 4.24067, 0.72922], [1.29771, 3.49367, 0.97822], [-1.86729, 3.53467, 4.67822], [-1.11529, 2.59467, 3.74522], [-1.97129, 1.80267, 2.91922], [-2.36929, 2.91567, 5.23122], [-2.57729, 4.00067, 4.22522], [-1.19629, 4.00567, 5.04122], [-0.27829, 2.30067, 4.15122], [-0.63229, 3.38067, 3.06722], [-1.48829, 1.28067, 2.14122]],
  "forces_ev_per_angstrom": [[-1.67, -0.51, -0.28], [5.14, -0.56, -1.66], [-3.76, 2.53, 0.28], [-1.41, 1.67, 1.44], [2.80, 0.43, -0.91], [5.60, 2.35, -5.79], [-1.28, 0.59, 4.53], [-4.83, -1.07, -1.98], [4.02, -0.84, -0.03], [-0.28, 0.61, 0.43], [0.24, 0.36, -0.23], [0.78, -0.12, 0.59], [-1.81, -0.83, 0.07], [-0.91, 1.19, 0.61], [0.29, -2.47, 0.66], [2.00, 0.05, -0.86], [-0.36, 0.55, 2.99], [-0.62, -2.14, -1.14], [-2.06, 1.03, -1.19], [-0.44, 0.71, 2.56], [-6.30, -4.41, 0.35], [3.73, -0.96, -1.51], [1.13, 0.58, -0.33], [2.75, 2.16, -1.07], [-0.23, -1.35, 1.28], [-0.66, 1.86, 0.80], [-1.92, -1.06, 0.77], [-0.50, -2.80, 4.71], [-0.21, -0.70, 0.03], [-0.33, 1.37, -5.58], [0.10, -0.13, -0.91], [0.54, 1.50, 0.60], [2.58, -2.47, -3.10], [-0.71, -0.47, -1.96], [1.78, 0.76, 3.55], [-0.20, -1.10, 0.20], [-2.16, -0.36, 0.04], [-1.14, 3.72, 1.13], [1.76, -0.99, 2.40], [-2.00, -0.96, 1.72], [-0.37, -0.68, 0.43], [1.84, -0.33, -0.44], [0.18, 2.18, -0.42], [-3.42, -0.64, 0.18], [1.49, 1.32, -2.62], [-0.77, 0.27, -0.29], [1.33, -0.15, -1.05], [-0.09, 2.60, 2.16], [-1.19, 2.77, -0.57], [1.57, -0.38, -0.18], [-0.99, -0.50, 1.08], [1.32, 1.01, -2.12], [0.17, -2.35, -1.08], [0.00, -1.33, 2.24], [-0.97, -1.69, -1.32], [0.28, -0.31, -0.24], [-5.68, 0.92, -0.69], [1.62, 8.90, 1.65], [-0.83, -0.52, -0.67], [-0.62, -0.36, -0.34], [4.92, 0.08, -1.82], [0.62, -2.17, 2.64], [-2.59, -1.33, 0.95], [1.49, -4.97, -2.42], [1.34, -0.38, 1.22], [1.33, 2.65, 1.55], [-3.77, 0.32, -0.62], [-0.61, 2.68, -3.55], [-0.46, -1.59, 1.57], [-2.27, -0.17, -0.82], [-0.41, -0.58, -1.42], [2.23, -1.39, 0.32], [1.54, -0.72, 0.97], [2.47, -1.10, 2.07], [1.74, -1.28, -1.22], [1.36, -2.13, -1.29], [-0.74, -0.50, -0.09], [-1.48, -0.02, -0.04], [-0.79, 1.63, 1.70], [-0.03, 0.54, -1.55], [-0.02, -0.89, 0.81], [-1.20, 1.04, 1.26], [1.18, 1.62, 0.47], [-2.00, -7.67, -5.32], [-3.28, 5.02, -5.40], [0.95, -1.87, -0.85], [-2.59, -3.22, 4.49], [-3.87, 3.62, -3.31], [7.84, 6.50, 5.34], [3.97, -3.38, 2.62], [-0.37, -0.80, 0.03], [-0.88, 2.01, 2.81]]
}



{
  "formula": "C35H43N2O4ScSiTe",
  "method": "ωB97M-V/def2-TZVPD",
  "de_lowest_kcal_mol": 52.8,
  "lumo_energy_ev": [-2.09, -5.43],
  "spin_multiplicity": 2,
  "charge": 1,
  "gap_ha": [0.2891, 0.1667],
  "species": ["Sc", "C", "Si", "C", "C", "N", "C", "C", "C", "C", "C", "C", "O", "C", "C", "C", "C", "C", "C", "H", "H", "H", "H", "H", "H", "H", "H", "H", "H", "H", "H", "H", "H", "H", "H", "H", "H", "O", "O", "C", "C", "O", "N", "Te", "C", "C", "C", "C", "C", "C", "C", "C", "C", "C", "C", "C", "C", "C", "C", "C", "C", "C", "H", "H", "H", "H", "H", "H", "H", "H", "H", "H", "H", "H", "H", "H", "H", "H", "H", "H", "H", "H", "H", "H", "H", "H", "H"],
  "xyz": [[-0.14992, 0.21590, 0.08813], [-3.85324, -0.93440, 3.38622], [-2.93707, 0.16276, 2.24867], [-4.87144, 0.18013, 0.11275], [-3.54261, 1.88258, 2.17688], [-1.29229, 0.00547, 2.04158], [-0.40883, -0.29117, 3.10436], [-0.77521, -0.31456, 4.45612], [0.12847, -0.62172, 5.46421], [1.44357, -0.91574, 5.14627], [1.84826, -0.88963, 3.81679], [0.93754, -0.57591, 2.83223], [1.29983, -0.56240, 1.46135], [2.67960, -0.36824, 1.16047], [3.33918, -1.36685, 0.49423], [4.69214, -1.19904, 0.22530], [5.34632, -0.04281, 0.62669], [4.64108, 0.95996, 1.28394], [3.29080, 0.80024, 1.55352], [-4.87326, -1.08316, 3.02420], [-3.91017, -0.52319, 4.40026], [-3.35208, -1.90370, 3.44557], [-5.51402, 0.45308, 0.94045], [-5.40272, -0.49837, -0.54990], [-4.55091, 1.06836, -0.42290], [-4.62541, 1.98737, 2.25728], [-3.19204, 2.35698, 1.25689], [-3.09460, 2.42357, 3.01872], [-1.80092, -0.06779, 4.72669], [-0.19901, -0.62714, 6.49794], [2.16206, -1.15046, 5.92212], [2.87379, -1.11032, 3.55558], [2.80296, -2.25208, 0.17875], [5.23246, -1.97718, -0.29842], [6.40354, 0.08251, 0.42165], [5.14124, 1.87244, 1.58311], [2.72232, 1.56967, 2.05884], [0.98702, -0.01683, -1.33591], [0.92163, 1.39190, -0.81018], [-2.32427, -2.19917, -0.46345], [-2.60257, -0.73195, -0.36123], [-3.72296, -0.52918, 0.64705], [-2.04234, 0.24061, -0.84441], [-2.59115, 1.90653, -2.97952], [-3.84086, 3.16661, -4.07384], [-4.65793, 4.04986, -3.36224], [-4.64436, 4.15302, -1.85032], [-5.54048, 4.84309, -4.08485], [-5.61469, 4.77882, -5.47252], [-6.56476, 5.65836, -6.24114], [-4.75974, 3.90788, -6.14536], [-3.86242, 3.08987, -5.47516], [-2.95501, 2.17977, -6.27925], [-3.19049, 0.10209, -3.80800], [-4.54532, -0.20443, -4.01523], [-5.70191, 0.72989, -3.71587], [-4.83513, -1.45207, -4.55198], [-3.84006, -2.37022, -4.88278], [-4.19327, -3.69395, -5.50713], [-2.51107, -2.02393, -4.65569], [-2.15196, -0.79333, -4.12129], [-0.68792, -0.44963, -3.94780], [-2.39529, -2.69065, 0.50751], [-1.34118, -2.35848, -0.89613], [-3.06279, -2.65899, -1.12908], [-3.64619, 4.03144, -1.42526], [-5.29298, 3.39726, -1.39665], [-5.00885, 5.12644, -1.52967], [-6.18428, 5.53419, -3.54855], [-7.33541, 6.07251, -5.59352], [-7.04934, 5.10475, -7.04625], [-6.02733, 6.49249, -6.69738], [-4.78504, 3.87270, -7.23224], [-2.79709, 2.59037, -7.27571], [-3.38703, 1.18176, -6.39198], [-1.97070, 2.05981, -5.81969], [-5.52980, 1.34929, -2.83429], [-6.61169, 0.15375, -3.55175], [-5.88724, 1.41273, -4.54907], [-5.87614, -1.71452, -4.71935], [-5.16317, -4.05076, -5.16183], [-3.44291, -4.45252, -5.28498], [-4.24757, -3.59427, -6.59354], [-1.72398, -2.72884, -4.91033], [-0.05985, -1.29895, -4.21017], [-0.42503, -0.15727, -2.92765], [-0.39933, 0.37562, -4.60648]],
  "forces_ev_per_angstrom": [[-1.26, -0.13, 1.65], [-0.17, -0.19, 0.54], [-0.08, -0.22, -0.58], [0.08, -0.37, 0.00], [-0.16, 0.56, 0.17], [0.66, -0.27, 0.32], [-0.33, -0.05, -0.16], [-0.10, 0.08, 0.06], [-0.03, 0.00, -0.07], [0.06, 0.02, 0.02], [0.07, -0.06, 0.12], [-0.06, -0.08, -0.12], [0.41, -0.02, 0.63], [-0.41, -0.06, 0.30], [0.15, -0.24, -0.14], [0.03, 0.01, -0.03], [-0.03, 0.01, 0.00], [0.04, 0.00, -0.04], [0.13, 0.19, -0.01], [0.02, -0.03, 0.06], [-0.06, -0.10, -0.14], [-0.09, 0.00, 0.03], [-0.03, -0.02, 0.07], [0.03, -0.05, -0.06], [0.13, 0.11, -0.02], [0.04, 0.08, 0.01], [-0.03, 0.06, 0.04], [-0.03, 0.00, -0.10], [0.24, -0.04, -0.02], [0.02, 0.02, -0.09], [-0.05, 0.00, -0.07], [0.00, 0.00, -0.02], [0.03, 0.00, 0.04], [-0.01, 0.03, 0.01], [-0.10, -0.01, 0.01], [-0.01, -0.04, -0.01], [0.01, 0.00, 0.02], [1.12, 0.42, -0.98], [0.70, 0.31, -1.03], [-0.51, -0.13, 0.11], [0.96, 0.12, -0.72], [-0.30, 0.31, 0.52], [-1.36, -0.39, -0.04], [0.38, 0.17, 0.07], [0.04, -0.09, -0.05], [-0.04, 0.16, 0.07], [-0.03, -0.06, -0.21], [-0.05, 0.07, 0.01], [-0.04, 0.03, 0.00], [0.06, -0.05, 0.03], [0.00, 0.00, -0.12], [0.06, 0.00, -0.10], [-0.14, 0.07, 0.13], [0.04, 0.05, 0.05], [-0.08, 0.04, -0.02], [0.17, -0.13, -0.02], [-0.06, -0.07, -0.03], [0.00, -0.02, -0.02], [0.02, 0.07, 0.05], [0.04, -0.08, -0.01], [0.13, -0.03, -0.04], [-0.33, 0.05, -0.14], [0.01, 0.04, -0.03], [0.10, 0.01, -0.09], [0.05, -0.01, 0.05], [0.03, 0.01, -0.02], [0.01, -0.01, -0.02], [-0.04, 0.02, -0.02], [0.03, -0.04, -0.05], [0.00, -0.01, 0.00], [0.02, 0.00, 0.03], [0.01, -0.02, 0.02], [-0.01, 0.02, 0.11], [-0.03, 0.01, 0.03], [0.01, 0.05, 0.02], [-0.03, 0.03, 0.01], [0.01, -0.05, 0.03], [0.02, -0.02, 0.00], [0.03, -0.05, 0.03], [0.07, -0.01, 0.01], [0.01, 0.01, 0.00], [-0.02, 0.03, 0.00], [0.00, 0.01, 0.01], [-0.09, 0.05, 0.01], [-0.03, -0.02, 0.01], [-0.01, -0.03, -0.02], [-0.03, -0.04, -0.02]]
}



| no. | molecular weight (g/mol) | strongest force on any atom (eV/A) |
| --- | --- | --- |
| 1 | 153.165 | 5.14 |
| 2 | 99.137 | 4.86 |
| 3 | 81.065 | 1.34 |
| 4 | 60.120 | 3.90 |
| 5 | 532.510 | 11.49 |
| 6 | 756.381 | 2.08 |